--- P ---
An isolated molecule of C6H13NS, computed with the ωB97M-V functional and the def2-TZVPD basis.

Bonds (Å) are listed after each position.
Positions of all 21 atoms, in Å:
1 C 1.501 0.014 -1.992  C2 1.558, H9 1.154, H10 1.152, H11 1.056
2 C 0.660 0.404 -0.739  C1 1.558, C3 1.620, S5 1.911, H12 1.037
3 C 1.146 1.826 -0.136  C2 1.620, N4 1.407, H13 1.113, H14 1.090
4 N 1.017 2.068 1.244  C3 1.407, H15 1.026, H16 1.069
5 S 0.720 -1.013 0.542  C2 1.911, C6 1.810
6 C -0.966 -1.553 0.164  S5 1.810, C7 1.469, C8 1.521, H17 1.089
7 C -1.690 -1.917 1.389  C6 1.469, C8 1.482, H18 1.042, H19 1.038
8 C -2.167 -0.741 0.624  C6 1.521, C7 1.482, H20 1.097, H21 1.114
9 H 1.478 0.798 -2.838  C1 1.154
10 H 2.525 -0.203 -1.510  C1 1.152
11 H 1.174 -0.945 -2.289  C1 1.056
12 H -0.304 0.642 -1.036  C2 1.037
13 H 2.233 1.873 -0.368  C3 1.113
14 H 0.722 2.719 -0.597  C3 1.090
15 H 0.058 1.987 1.599  N4 1.026
16 H 1.450 1.276 1.817  N4 1.069
17 H -1.005 -1.980 -0.837  C6 1.089
18 H -1.060 -1.936 2.219  C7 1.042
19 H -2.387 -2.660 1.590  C7 1.038
20 H -3.180 -0.975 0.276  C8 1.097
21 H -1.925 0.316 0.878  C8 1.114

Results
2S+1: 1
Structure (SMILES): C[C@H](CN)SC1CC1
HOMO-LUMO gap, eV: 9.784

--- Q ---
An isolated molecule of C6H13NS, computed with the ωB97M-V functional and the def2-TZVPD basis.

Bonds (Å) are listed after each position.
Positions of all 21 atoms, in Å:
1 C -2.588 -0.271 -0.371  C2 1.528, H9 1.067, H10 1.085, H11 1.100
2 C -1.323 -0.905 0.205  C1 1.528, C3 1.538, N8 1.487, H12 1.113
3 C -0.105 -0.913 -0.734  C2 1.538, C4 1.547, H13 1.086, H14 1.105
4 C 0.548 0.111 0.225  C3 1.547, C5 1.519, C6 1.530, N8 1.487
5 C 0.663 1.520 -0.333  C4 1.519, H15 1.106, H16 1.103, H17 1.094
6 C 1.850 -0.348 0.884  C4 1.530, S7 1.824, H18 1.122, H19 1.082
7 S 3.270 -0.574 -0.237  C6 1.824, H20 1.323
8 N -0.572 -0.077 1.185  C2 1.487, C4 1.487, H21 1.029
9 H -3.022 -0.913 -1.105  C1 1.067
10 H -2.375 0.692 -0.825  C1 1.085
11 H -3.325 -0.118 0.431  C1 1.100
12 H -1.578 -1.903 0.626  C2 1.113
13 H -0.279 -0.550 -1.743  C3 1.086
14 H 0.438 -1.873 -0.812  C3 1.105
15 H -0.284 1.858 -0.794  C5 1.106
16 H 1.427 1.535 -1.128  C5 1.103
17 H 0.952 2.222 0.456  C5 1.094
18 H 2.135 0.334 1.729  C6 1.122
19 H 1.695 -1.325 1.324  C6 1.082
20 H 3.538 0.709 -0.416  S7 1.323
21 H -1.067 0.790 1.433  N8 1.029

Results
2S+1: 1
Structure (SMILES): C[C@H]1C[C@](C)(CS)N1
HOMO-LUMO gap, eV: 9.658

Which structure is most stable, and how do the rest compare? From most to least stable: Q, P.